{
  "formula": "C5H11NO",
  "method": "ωB97M-V/def2-TZVPD",
  "elements": ["H", "H", "H", "H", "H", "H", "H", "C", "H", "H", "H", "C", "H", "C", "C", "N", "C", "O"],
  "positions_angstrom": [[-1.687, -1.531, 0.148], [-0.077, 0.141, 2.665], [-2.824, 0.032, -1.365], [1.511, -0.330, 2.073], [2.115, 1.123, -0.586], [2.711, -0.439, 0.029], [-1.754, 1.433, -0.885], [0.597, 0.216, 1.807], [2.343, -0.240, -1.711], [-1.932, -0.265, 1.343], [0.865, 1.272, 1.673], [0.651, -0.466, -0.567], [-1.364, 0.390, -2.197], [-1.431, -0.490, 0.362], [-1.824, 0.388, -1.162], [-0.013, -0.364, 0.616], [2.051, 0.035, -0.699], [0.064, -0.906, -1.545]],
  "smiles": "CCN(C)C(C)=O",
  "homo_lumo_gap_ev": 9.897,
  "e_lumo_ev": 0.88,
  "relative_energy_kcal_mol": 57.36,
  "multiplicity": 1,
  "total_energy_ha": -327.03993
}

{
  "formula": "C5H11NO",
  "method": "ωB97M-V/def2-TZVPD",
  "elements": ["H", "H", "O", "H", "H", "C", "N", "C", "H", "H", "H", "C", "C", "H", "H", "H", "H", "C"],
  "positions_angstrom": [[0.082, 2.251, -1.801], [0.833, 1.171, -3.009], [-2.976, 1.252, 0.986], [1.923, -2.451, 2.232], [1.390, 0.618, -0.494], [-0.685, 0.220, -0.185], [-0.722, 0.719, 0.979], [1.435, -1.849, 1.463], [-0.879, 0.997, -2.557], [-1.994, 0.508, 2.608], [0.758, -0.742, -1.425], [-1.997, 0.826, 1.556], [0.130, 1.225, -2.188], [1.069, -0.911, 1.890], [0.587, -2.418, 1.064], [2.135, -1.624, 0.670], [-1.605, -0.065, -0.721], [0.516, 0.274, -1.067]],
  "smiles": "CC/C=N/C=O.C",
  "homo_lumo_gap_ev": 10.577,
  "e_lumo_ev": 0.55,
  "relative_energy_kcal_mol": 34.83,
  "multiplicity": 1,
  "total_energy_ha": -327.07585
}

{
  "formula": "C5H11NO",
  "method": "ωB97M-V/def2-TZVPD",
  "elements": ["H", "C", "H", "C", "H", "N", "H", "C", "C", "H", "H", "H", "O", "C", "H", "H", "H", "H"],
  "positions_angstrom": [[1.064, -0.645, 1.972], [-1.267, 0.144, -1.748], [0.817, -0.379, -1.193], [0.666, 0.254, 1.481], [-2.376, 0.410, -0.222], [-0.440, -0.112, 0.585], [0.240, 0.882, 2.271], [1.812, 1.009, 0.819], [-0.537, -1.494, 0.138], [-1.533, -1.928, 0.146], [0.270, -2.165, 0.436], [-1.331, -0.466, -2.655], [-2.535, 0.131, -1.140], [-0.206, -0.416, -0.817], [2.536, 1.319, 1.581], [1.450, 1.906, 0.305], [2.347, 0.388, 0.094], [-0.977, 1.164, -2.054]],
  "smiles": "CCN1C[C@H]1CO",
  "homo_lumo_gap_ev": 10.253,
  "e_lumo_ev": 1.05,
  "relative_energy_kcal_mol": 49.14,
  "multiplicity": 1,
  "total_energy_ha": -327.05304
}

{
  "formula": "C5H11NO",
  "method": "ωB97M-V/def2-TZVPD",
  "elements": ["C", "C", "C", "H", "C", "H", "H", "H", "H", "H", "H", "N", "H", "C", "H", "O", "H", "H"],
  "positions_angstrom": [[0.537, 0.102, -1.855], [0.841, -0.518, -0.531], [-0.655, -0.268, 1.760], [2.386, 0.868, -0.010], [-2.126, 0.429, 0.089], [1.168, -0.450, -2.563], [-0.505, 0.014, -2.174], [1.263, -0.251, 1.515], [0.853, 1.149, -1.874], [-2.001, 1.416, -0.373], [2.642, -0.887, 0.514], [-0.851, -0.128, 0.490], [-1.491, -0.087, 2.455], [1.944, -0.098, 0.235], [0.577, -1.570, -0.443], [0.469, -0.598, 2.292], [-2.649, -0.217, -0.625], [-2.774, 0.557, 0.970]],
  "smiles": "C/N=C/O.C=CC",
  "homo_lumo_gap_ev": 8.909,
  "e_lumo_ev": 0.96,
  "relative_energy_kcal_mol": 77.74,
  "multiplicity": 1,
  "total_energy_ha": -327.00745
}

{
  "formula": "C5H11NO",
  "method": "ωB97M-V/def2-TZVPD",
  "elements": ["C", "H", "C", "H", "C", "H", "C", "H", "O", "H", "H", "C", "H", "H", "H", "H", "N", "H"],
  "positions_angstrom": [[0.002, -0.244, 0.767], [0.469, 0.489, -2.628], [-0.243, 0.105, -1.815], [-0.334, 1.986, 0.472], [0.447, -0.416, -0.583], [-0.876, 0.859, -1.456], [0.130, 1.263, 1.167], [-0.928, -0.640, -2.205], [3.263, -1.212, -0.343], [2.019, -1.139, -1.673], [-0.239, 1.467, 2.136], [-1.590, -0.603, 0.968], [-2.300, 0.153, 0.695], [0.596, -0.800, 1.417], [1.099, 1.671, 1.324], [-1.641, -0.559, 2.010], [1.873, -0.782, -0.800], [-1.746, -1.597, 0.548]],
  "smiles": "C/C(=[NH+]/[O-])C(C)C",
  "homo_lumo_gap_ev": [8.298, 8.305],
  "e_lumo_ev": [0.10, 0.10],
  "relative_energy_kcal_mol": 143.75,
  "multiplicity": 1,
  "total_energy_ha": -326.90227
}

{
  "formula": "C5H11NO",
  "method": "ωB97M-V/def2-TZVPD",
  "elements": ["C", "H", "H", "H", "H", "C", "H", "H", "N", "H", "H", "C", "H", "O", "H", "C", "C", "H"],
  "positions_angstrom": [[-0.675, 0.673, -1.714], [-0.839, -0.875, 3.393], [0.080, 0.597, 2.987], [2.184, -1.180, -0.972], [-1.697, 0.617, 2.927], [1.586, -0.437, -1.508], [-1.374, -1.016, 0.970], [-0.310, -1.312, -0.967], [-0.694, -0.379, 1.355], [-0.236, 1.674, -1.644], [1.546, -0.721, -2.565], [0.264, 0.130, 0.529], [-1.701, 0.718, -1.332], [1.114, 0.919, 0.911], [-0.721, 0.389, -2.771], [-0.805, 0.007, 2.745], [0.180, -0.329, -0.926], [2.098, 0.525, -1.417]],
  "smiles": "CNC(=O)C(C)C",
  "homo_lumo_gap_ev": 10.510,
  "e_lumo_ev": 0.89,
  "relative_energy_kcal_mol": 1.85,
  "multiplicity": 1,
  "total_energy_ha": -327.12839
}

{
  "formula": "C5H11NO",
  "method": "ωB97M-V/def2-TZVPD",
  "elements": ["H", "N", "H", "C", "H", "H", "H", "C", "H", "H", "C", "O", "H", "C", "H", "C", "H", "H"],
  "positions_angstrom": [[0.665, -1.492, 0.759], [0.848, -0.601, -2.244], [-2.100, 0.230, 0.549], [-0.441, 1.865, 1.900], [-0.343, -0.073, -1.863], [-1.230, 1.499, 2.547], [-0.936, -2.074, 0.248], [-0.300, 1.414, 0.662], [0.440, 1.850, -0.002], [1.849, 0.059, -0.601], [-1.125, 0.323, 0.056], [-1.268, 0.381, -1.269], [-0.686, -1.088, 1.714], [1.684, -0.760, -1.288], [0.781, -1.362, -2.917], [-0.389, -1.234, 0.677], [2.375, -1.600, -1.221], [0.175, 2.662, 2.293]],
  "homo_lumo_gap_ev": 8.772,
  "e_lumo_ev": 0.23,
  "relative_energy_kcal_mol": 94.70,
  "multiplicity": 1,
  "total_energy_ha": -326.98043
}

{
  "formula": "C5H11NO",
  "method": "ωB97M-V/def2-TZVPD",
  "elements": ["C", "N", "H", "H", "H", "H", "H", "O", "H", "H", "H", "C", "H", "C", "C", "H", "H", "C"],
  "positions_angstrom": [[-0.542, -0.336, -1.747], [1.066, 0.257, 1.087], [-1.600, 1.215, -0.671], [1.103, 0.215, 2.096], [-0.222, -2.129, -0.530], [3.071, 0.624, 0.753], [2.050, 2.078, 0.517], [-1.092, -0.161, 1.507], [0.448, -0.345, -2.199], [-1.188, -0.043, -2.575], [-1.941, -1.830, -1.045], [-0.265, 0.256, 0.724], [0.058, 1.549, -0.964], [-0.624, 0.755, -0.653], [2.107, 0.992, 0.408], [2.073, 0.789, -0.667], [-0.745, -2.399, -2.180], [-0.880, -1.758, -1.310]],
  "smiles": "CCCC(=O)NC",
  "homo_lumo_gap_ev": 10.444,
  "e_lumo_ev": 0.90,
  "relative_energy_kcal_mol": 10.81,
  "multiplicity": 1,
  "total_energy_ha": -327.11412
}

{
  "formula": "C5H11NO",
  "method": "ωB97M-V/def2-TZVPD",
  "elements": ["C", "H", "C", "H", "H", "H", "H", "C", "H", "H", "C", "H", "N", "H", "C", "O", "H", "H"],
  "positions_angstrom": [[1.788, 0.310, -1.441], [-2.960, -0.497, 0.004], [-1.035, -0.239, 0.966], [1.106, 0.690, -2.210], [-1.096, -1.292, 1.298], [2.218, 1.171, -0.920], [-1.720, 0.164, -1.087], [1.438, -0.643, 0.975], [0.586, -1.462, -0.866], [2.598, -0.234, -1.940], [1.040, -0.556, -0.453], [-1.360, 0.412, 1.785], [0.306, 0.168, 0.570], [1.241, -1.590, 1.483], [-2.094, 0.171, -0.053], [-2.563, 1.469, 0.298], [-1.802, 2.064, 0.245], [2.312, -0.107, 1.345]],
  "smiles": "C[C@H]1CN1CCO",
  "homo_lumo_gap_ev": 10.343,
  "e_lumo_ev": 1.14,
  "relative_energy_kcal_mol": 52.27,
  "multiplicity": 1,
  "total_energy_ha": -327.04806
}

{
  "formula": "C5H11NO",
  "method": "ωB97M-V/def2-TZVPD",
  "elements": ["H", "H", "H", "C", "C", "H", "N", "H", "H", "C", "C", "H", "H", "H", "H", "H", "O", "C"],
  "positions_angstrom": [[-2.371, 2.495, 0.877], [0.794, -1.784, -2.133], [1.603, -0.367, 0.931], [-0.674, 1.167, 0.623], [-0.638, -0.267, 1.092], [1.240, -2.346, 0.571], [-0.249, 0.066, -0.213], [-1.483, 2.731, -0.632], [1.455, 0.619, -1.230], [1.307, -1.581, -1.180], [1.042, -0.197, -0.611], [-1.508, -0.916, 1.263], [-2.551, 1.328, -0.455], [2.389, -1.635, -1.378], [0.506, -0.473, 1.597], [0.109, 1.770, 1.096], [0.872, -2.582, -0.294], [-1.842, 1.970, 0.077]],
  "homo_lumo_gap_ev": 10.211,
  "e_lumo_ev": 1.12,
  "relative_energy_kcal_mol": 111.15,
  "multiplicity": 1,
  "total_energy_ha": -326.95422
}